Record 1
A 2-piece molecular cluster, H4O2 overall in a non-equilibrium geometry. Source: OMol25; level of theory: ωB97M-V/def2-TZVPD.

Structure (XYZ):
```
6
Properties=species:S:1:pos:R:3:lowdin_charge:R:1
O 0.0903 -0.5333 -0.9965 -0.063
H 0.2692 -1.4309 -0.6611 0.075
H 0.9916 -0.1301 -1.1937 0.111
O -0.3089 1.0724 0.9162 -0.094
H -0.3543 0.3655 0.2435 -0.048
H -0.6879 0.6565 1.6915 0.019
```

Summary:
Maximum force, eV/Å: 2.1
Molecular weight, Da: 36.03
Calculated total energy, Ha: -152.866416
SMILES: O.O
Energy above the lowest of the compared OMol25 structures with the same formula, charge and spin, kcal per mole: 5.3
Highest occupied orbital energy, eV: -10.63
Net charge: 0

=====

Record 2
A 2-piece molecular cluster, H4O2 overall. Source: OMol25; level of theory: ωB97M-V/def2-TZVPD.

Structure (XYZ):
```
6
Properties=species:S:1:pos:R:3:lowdin_charge:R:1
O -0.5749 1.0197 -1.4276 -0.059
H 0.2947 1.2928 -1.7198 0.027
H -0.4168 0.5532 -0.6068 -0.020
O 0.1749 -0.6528 1.0109 -0.037
H 0.6913 -0.6708 1.8167 0.043
H -0.1692 -1.5420 0.9265 0.046
```

Summary:
Maximum force, eV/Å: 0.5
Molecular weight, Da: 36.03
Calculated total energy, Ha: -152.873814
SMILES: O.O
Energy above the lowest of the compared OMol25 structures with the same formula, charge and spin, kcal per mole: 0.7
Highest occupied orbital energy, eV: -10.97
Net charge: 0

=====

What is the highest occupied orbital energy in the second record?
-10.97 eV